(P)
A structure of composition C4H6O. Source: the OMol25 dataset; level of theory: ωB97M-V/def2-TZVPD.

ORCA input file:
```
! RIJCOSX wB97M-V def2-TZVPD def2/J DEFGRID3
* xyz 0 1
C 0.850 -0.031 -1.259
C 0.197 -0.224 0.061
C -0.212 0.687 1.196
O -1.350 -0.202 1.442
C -0.877 -0.946 0.378
H 0.799 -0.969 -1.822
H 0.240 0.701 -1.804
H 1.882 0.330 -1.249
H -0.513 1.691 0.879
H 0.387 0.738 2.108
H -1.400 -1.810 -0.020
*
```

=====

(Q)
A structure of composition C4H6O. Source: the OMol25 dataset; level of theory: ωB97M-V/def2-TZVPD.

ORCA input file:
```
! RIJCOSX wB97M-V def2-TZVPD def2/J DEFGRID3
* xyz 0 1
C 1.196 -0.483 0.183
C -0.404 0.677 0.926
C -1.014 0.947 -0.443
O -1.076 -0.444 -0.826
C -0.354 -0.685 0.379
H 1.726 -0.971 0.999
H 1.420 -0.916 -0.791
H 1.528 0.567 0.175
H -0.446 1.552 -1.157
H -2.007 1.394 -0.306
H -0.568 -1.639 0.862
*
```

=====

Which one sits at the top of the stability order? (P) does.

=====

(P)
An isolated molecule of C4H6O. Source: the OMol25 dataset; level of theory: ωB97M-V/def2-TZVPD.

ORCA input file:
```
! RIJCOSX wB97M-V def2-TZVPD def2/J DEFGRID3
* xyz 0 1
C 0.153 1.170 0.401
C 0.690 -0.740 -0.901
C -0.592 -0.960 0.028
C -0.809 0.091 0.784
H 0.753 1.462 1.270
H -0.204 2.140 0.005
H 0.468 -0.933 -1.886
H 1.438 -1.365 -0.379
H -1.093 -1.976 0.066
H -1.811 0.460 1.275
O 1.007 0.651 -0.662
*
```

=====

(Q)
A cluster of 2 separate species, C4H6O in total. Source: the OMol25 dataset; level of theory: ωB97M-V/def2-TZVPD.

ORCA input file:
```
! RIJCOSX wB97M-V def2-TZVPD def2/J DEFGRID3
* xyz 0 1
O -1.157 -1.414 0.781
C -1.313 -0.877 -0.292
C -1.004 0.566 -0.637
C 1.600 -0.240 0.935
C 2.601 0.407 0.764
H 0.705 -0.808 1.110
H -1.933 -1.341 -1.086
H -2.012 0.950 -0.606
H -0.631 0.684 -1.664
H -0.363 1.116 0.062
H 3.507 0.957 0.635
*
```

=====

(R)
An isolated molecule of C4H6O. Source: the OMol25 dataset; level of theory: ωB97M-V/def2-TZVPD.

ORCA input file:
```
! RIJCOSX wB97M-V def2-TZVPD def2/J DEFGRID3
* xyz 0 1
O -1.103 -1.156 0.957
C -1.210 -0.546 -0.321
C -0.228 0.590 -0.277
C 1.060 0.222 0.293
C 2.254 0.309 0.417
H -0.173 -0.998 1.191
H -1.001 -1.270 -1.125
H -2.171 -0.071 -0.531
H -0.054 0.995 -1.276
H -0.663 1.372 0.354
H 3.287 0.552 0.319
*
```

=====

Which one sits at the top of the stability order? (P) does.

=====

(P)
An isolated molecule of C3H2F2O. Source: the OMol25 dataset; level of theory: ωB97M-V/def2-TZVPD.

ORCA input file:
```
! RIJCOSX wB97M-V def2-TZVPD def2/J DEFGRID3
* xyz 0 1
C 0.095 0.150 0.032
C 1.294 0.686 0.045
C 2.746 -0.331 0.039
O 3.857 0.031 0.087
F 1.595 1.974 0.024
F 2.362 -1.606 -0.016
H -0.798 0.752 0.012
H -0.024 -0.918 0.046
*
```

=====

(Q)
An isolated molecule of C3H2F2O. Source: the OMol25 dataset; level of theory: ωB97M-V/def2-TZVPD.

ORCA input file:
```
! RIJCOSX wB97M-V def2-TZVPD def2/J DEFGRID3
* xyz 0 1
C 2.121 0.320 0.297
C 0.962 0.686 0.176
C -1.314 -0.431 -0.304
O -0.286 0.910 0.100
F -2.320 0.045 -1.023
F -1.739 -1.016 0.841
H 3.046 0.446 0.672
H -0.470 -0.959 -0.759
*
```

=====

(R)
A cluster of 2 separate species, C3H2F2O in total. Source: the OMol25 dataset; level of theory: ωB97M-V/def2-TZVPD.

ORCA input file:
```
! RIJCOSX wB97M-V def2-TZVPD def2/J DEFGRID3
* xyz 0 1
C 1.506 -0.260 1.863
C 0.767 -0.286 0.919
C -0.897 -0.106 -0.735
O -0.597 0.937 -1.555
F -0.858 -1.329 -1.295
F -2.099 0.058 -0.205
H 1.947 0.034 2.885
H 0.230 0.951 -1.879
*
```

=====

Which one sits at the top of the stability order? (P) does.

=====

(P)
An isolated molecule of C3H2BrClF2. Source: the OMol25 dataset; level of theory: ωB97M-V/def2-TZVPD.

ORCA input file:
```
! RIJCOSX wB97M-V def2-TZVPD def2/J DEFGRID3
* xyz 0 1
C 0.897 0.459 -0.395
C 0.404 -0.842 0.230
C -0.337 -0.218 -0.812
F 0.975 -2.047 0.110
F -0.038 -0.746 1.512
Cl -2.801 1.453 0.962
Br -1.982 0.308 -0.798
H 1.039 1.275 0.323
H 1.841 0.357 -1.132
*
```

=====

(Q)
An isolated molecule of C3H2BrClF2. Source: the OMol25 dataset; level of theory: ωB97M-V/def2-TZVPD.

ORCA input file:
```
! RIJCOSX wB97M-V def2-TZVPD def2/J DEFGRID3
* xyz 0 1
C -0.274 0.074 0.066
C -0.971 0.855 1.158
C -1.678 0.591 -0.125
F -1.424 0.369 2.295
F -0.394 2.114 1.371
Cl -2.094 1.930 -1.199
Br -3.033 -0.790 0.039
H 0.521 0.840 -0.162
H -0.188 -1.044 -0.022
*
```

=====

Which one sits at the top of the stability order? (Q) does.

=====

(P)
An isolated molecule of C3H7NO2S. Source: the OMol25 dataset; level of theory: ωB97M-V/def2-TZVPD.

ORCA input file:
```
! RIJCOSX wB97M-V def2-TZVPD def2/J DEFGRID3
* xyz 0 1
O 0.702 -0.104 -2.640
C 0.038 -0.297 -1.678
O -1.310 -0.503 -1.765
C 0.565 -0.252 -0.254
C 0.248 1.139 0.396
S 0.498 1.221 2.166
N 0.142 -1.438 0.466
H -1.616 -0.400 -0.870
H 1.651 -0.312 -0.224
H -0.763 1.491 0.164
H 0.887 1.838 -0.143
H -0.728 0.829 2.468
H -0.826 -1.715 0.519
H 0.512 -1.498 1.395
*
```

=====

(Q)
A cluster of 2 separate species, C3H7NO2S in total. Source: the OMol25 dataset; level of theory: ωB97M-V/def2-TZVPD.

ORCA input file:
```
! RIJCOSX wB97M-V def2-TZVPD def2/J DEFGRID3
* xyz 0 1
C 0.032 0.534 -1.992
C 0.079 1.931 -2.314
C -0.856 -1.628 3.237
N 0.206 -0.562 -1.750
O -0.210 -2.620 0.857
O -2.594 -1.820 1.366
S -1.532 -2.658 1.928
H 0.029 2.099 -3.366
H -0.708 2.495 -1.755
H 1.031 2.204 -1.923
H -0.378 -2.280 4.094
H -0.021 -1.186 2.659
H -1.710 -0.997 3.518
H -0.436 -2.889 -0.036
*
```

=====

Which one sits at the top of the stability order? (P) does.

=====

(P)
A cluster of 2 separate species, C3H7NO2S in total. Source: the OMol25 dataset; level of theory: ωB97M-V/def2-TZVPD.

ORCA input file:
```
! RIJCOSX wB97M-V def2-TZVPD def2/J DEFGRID3
* xyz 0 1
C 1.144 0.057 -0.081
C -1.021 0.651 1.231
C -0.117 0.752 0.256
N 1.410 -0.848 0.942
O 1.698 0.300 -1.137
O -0.443 1.684 -0.711
S -1.188 -1.848 -1.594
H -0.968 -0.197 1.868
H -1.933 1.306 1.300
H -2.152 -1.142 -2.321
H 1.073 -0.594 1.822
H 2.392 -1.187 0.889
H 0.433 1.899 -1.038
H -0.328 -0.833 -1.425
*
```

=====

(Q)
An isolated molecule of C3H7NO2S. Source: the OMol25 dataset; level of theory: ωB97M-V/def2-TZVPD.

ORCA input file:
```
! RIJCOSX wB97M-V def2-TZVPD def2/J DEFGRID3
* xyz 0 1
O -2.044 0.120 -0.642
C -1.327 -0.375 0.186
O -1.793 -1.301 1.082
C 0.145 -0.083 0.325
C 0.792 0.017 -1.058
S 2.417 -0.726 -1.230
N 0.205 1.131 1.151
H -2.474 -1.766 0.607
H 0.511 -0.901 0.948
H 0.756 1.029 -1.450
H 0.124 -0.594 -1.667
H 3.148 0.387 -1.050
H -0.247 1.937 0.730
H -0.214 1.125 2.069
*
```

=====

Which one sits at the top of the stability order? (Q) does.

=====

(P)
A structure of composition C3H7NO2S. Source: the OMol25 dataset; level of theory: ωB97M-V/def2-TZVPD.

ORCA input file:
```
! RIJCOSX wB97M-V def2-TZVPD def2/J DEFGRID3
* xyz 0 1
C -0.292 0.658 0.884
C 0.550 0.528 -0.284
C 1.648 -0.472 -0.107
N -0.798 -0.068 -1.367
O -2.043 -1.484 0.454
O -2.860 0.829 0.060
S -1.715 -0.090 0.086
H -0.102 0.191 1.760
H -0.471 1.743 0.990
H 0.697 1.470 -0.738
H 1.994 -0.856 -0.960
H 1.370 -1.388 0.406
H 2.444 -0.058 0.519
H -0.421 -1.002 -1.703
*
```

=====

(Q)
An isolated molecule of C3H7NO2S. Source: the OMol25 dataset; level of theory: ωB97M-V/def2-TZVPD.

ORCA input file:
```
! RIJCOSX wB97M-V def2-TZVPD def2/J DEFGRID3
* xyz 0 1
C 0.239 0.215 1.016
C 1.108 -0.035 -0.191
S 2.871 0.032 0.109
N -1.156 -0.026 0.827
C -1.875 0.043 -0.382
O -3.094 -0.607 -0.100
O -1.451 0.606 -1.410
H 0.434 -0.283 1.979
H 0.387 1.311 1.387
H 0.896 0.669 -1.009
H 1.024 -1.088 -0.393
H 3.567 -0.416 -0.957
H -1.580 -0.476 1.582
H -3.043 -1.373 -0.705
*
```

=====

(R)
An isolated molecule of C3H7NO2S. Source: the OMol25 dataset; level of theory: ωB97M-V/def2-TZVPD.

ORCA input file:
```
! RIJCOSX wB97M-V def2-TZVPD def2/J DEFGRID3
* xyz 0 1
O -0.450 -1.801 -1.470
C 0.400 -1.143 -0.979
O 1.751 -1.335 -1.259
C 0.235 -0.171 0.256
C -0.723 0.931 -0.124
S -0.691 2.277 1.191
N -0.375 -1.075 1.217
H 1.934 -1.087 -2.175
H 1.191 0.306 0.458
H -1.768 0.635 -0.034
H -0.605 1.370 -1.113
H -0.318 3.291 0.374
H 0.321 -1.605 1.717
H -0.902 -0.594 1.940
*
```

=====

(S)
A cluster of 3 separate species, C3H7NO2S in total. Source: the OMol25 dataset; level of theory: ωB97M-V/def2-TZVPD.

ORCA input file:
```
! RIJCOSX wB97M-V def2-TZVPD def2/J DEFGRID3
* xyz 0 1
C -0.778 -1.230 -0.490
C -0.819 3.402 1.614
C -1.116 -2.174 -1.303
N 2.216 -0.363 0.589
O 2.232 -1.726 -1.561
O 0.354 3.144 1.510
S 1.662 -0.666 -0.797
H -0.882 -0.224 -0.720
H -0.543 -1.444 0.450
H -1.345 4.252 1.092
H -1.698 2.881 2.145
H -1.413 -1.971 -2.255
H -1.030 -3.150 -1.091
H 3.159 -0.731 0.815
*
```

=====

Which one sits at the top of the stability order? (R) does.

=====

(P)
A cluster of 2 separate species, C3H7NO2S in total. Source: the OMol25 dataset; level of theory: ωB97M-V/def2-TZVPD.

ORCA input file:
```
! RIJCOSX wB97M-V def2-TZVPD def2/J DEFGRID3
* xyz 0 1
C -2.226 -0.589 0.204
C -2.907 0.696 -0.151
C 2.715 -0.738 -0.898
N 1.944 -1.591 -0.164
O -2.506 -1.218 1.155
O -1.286 -1.013 -0.669
S 1.367 -1.035 1.162
H -3.785 0.998 0.311
H -3.135 0.807 -1.206
H -2.290 1.552 0.062
H 2.803 0.335 -0.610
H 2.235 -0.615 -1.933
H 3.776 -0.996 -0.965
H -0.622 -1.697 -0.293
*
```

=====

(Q)
An isolated molecule of C3H7NO2S. Source: the OMol25 dataset; level of theory: ωB97M-V/def2-TZVPD.

ORCA input file:
```
! RIJCOSX wB97M-V def2-TZVPD def2/J DEFGRID3
* xyz 0 1
C 1.031 -1.461 -2.390
C 0.891 0.058 -2.219
C -0.097 0.122 -0.094
H 1.012 -1.785 -3.451
H 0.159 -1.944 -1.955
H 1.951 -1.885 -1.913
H -0.078 0.267 -2.590
H 1.681 0.477 -2.773
H 1.189 0.535 1.521
H -1.186 -0.771 2.565
N 0.226 0.404 1.238
O 0.935 0.390 -0.825
O -1.179 -0.243 -0.474
S -0.957 0.549 2.409
*
```

=====

(R)
An isolated molecule of C3H7NO2S. Source: the OMol25 dataset; level of theory: ωB97M-V/def2-TZVPD.

ORCA input file:
```
! RIJCOSX wB97M-V def2-TZVPD def2/J DEFGRID3
* xyz 0 1
C -0.456 -2.047 -0.282
C 0.828 1.880 0.076
C -0.549 -0.534 0.110
N -1.667 0.191 -0.367
O -2.006 1.229 0.180
O 2.036 -0.260 0.338
S 1.025 0.233 -0.626
H -0.914 -2.486 -1.197
H -0.897 -2.552 0.553
H 0.523 -2.224 -0.444
H -0.038 2.003 0.778
H 0.632 2.680 -0.787
H 1.897 2.183 0.461
H -0.413 -0.296 1.207
*
```

=====

(S)
A cluster of 2 separate species, C3H7NO2S in total. Source: the OMol25 dataset; level of theory: ωB97M-V/def2-TZVPD.

ORCA input file:
```
! RIJCOSX wB97M-V def2-TZVPD def2/J DEFGRID3
* xyz 0 1
C -0.079 1.036 -0.339
C 0.184 -1.335 -0.168
C 0.383 -0.061 0.514
N 0.156 2.412 0.153
O 0.208 2.889 -2.403
O 2.232 2.300 -1.141
S 0.827 2.226 -1.320
H -1.518 1.188 -1.205
H 0.824 -1.317 -0.970
H -0.763 -1.500 -0.575
H 0.547 -2.139 0.388
H 1.384 0.151 0.667
H -0.091 -0.085 1.544
H -0.654 2.903 0.606
*
```

=====

Which one sits at the top of the stability order? (Q) does.

=====

(P)
An isolated molecule of C3H7NO2S. Source: the OMol25 dataset; level of theory: ωB97M-V/def2-TZVPD.

ORCA input file:
```
! RIJCOSX wB97M-V def2-TZVPD def2/J DEFGRID3
* xyz 0 1
C -0.490 -0.503 0.260
C -0.003 0.660 1.280
C 0.429 -0.854 -0.980
H -0.138 -2.106 1.569
H -1.670 -1.493 1.640
H -1.452 -0.195 -0.191
H -0.564 0.580 2.179
H 1.029 0.414 1.579
H 0.116 2.984 1.543
H -0.396 -2.452 -0.806
N -0.872 -1.745 0.958
O 0.240 -2.105 -1.476
O 1.161 -0.011 -1.476
S -0.102 2.225 0.377
*
```

=====

(Q)
An isolated molecule of C3H7NO2S. Source: the OMol25 dataset; level of theory: ωB97M-V/def2-TZVPD.

ORCA input file:
```
! RIJCOSX wB97M-V def2-TZVPD def2/J DEFGRID3
* xyz 0 1
C -1.844 0.725 -1.039
C 1.801 -1.289 0.164
C -0.439 0.009 -0.122
N -0.130 1.044 0.946
O 0.389 0.665 1.950
O -0.332 2.204 0.710
S 1.141 -0.105 -1.045
H -2.568 0.290 -0.417
H -1.406 1.700 -0.928
H -1.724 0.201 -1.959
H 1.113 -1.949 0.440
H 2.156 -0.929 1.122
H 2.744 -1.697 -0.221
H -0.901 -0.870 0.399
*
```

=====

Which one sits at the top of the stability order? (P) does.

=====

(P)
An isolated molecule of C2H3NO3. Source: the OMol25 dataset; level of theory: ωB97M-V/def2-TZVPD.

ORCA input file:
```
! RIJCOSX wB97M-V def2-TZVPD def2/J DEFGRID3
* xyz 0 1
C -0.564 -0.317 0.311
C -0.159 0.652 -0.714
H -0.456 -1.573 1.577
H 1.313 -0.769 1.239
H 1.332 1.458 -1.631
N 0.213 -0.619 1.399
O -1.769 -0.766 0.083
O 1.249 0.630 -1.026
O -1.160 1.303 -1.238
*
```

=====

(Q)
An isolated molecule of C2H3NO3. Source: the OMol25 dataset; level of theory: ωB97M-V/def2-TZVPD.

ORCA input file:
```
! RIJCOSX wB97M-V def2-TZVPD def2/J DEFGRID3
* xyz 0 1
C 0.141 0.622 -0.939
C 0.099 -1.798 1.621
N 0.255 -1.155 0.656
O 0.198 0.240 0.436
O -0.027 -2.652 2.360
O -0.711 1.697 -1.059
H 1.227 1.029 -1.294
H -0.220 -0.050 -1.647
H -0.962 2.067 -0.133
*
```

=====

(R)
A cluster of 2 separate species, C2H3NO3 in total. Source: the OMol25 dataset; level of theory: ωB97M-V/def2-TZVPD.

ORCA input file:
```
! RIJCOSX wB97M-V def2-TZVPD def2/J DEFGRID3
* xyz 0 1
C -0.100 0.253 -0.517
C -0.014 0.144 1.000
N 1.674 2.031 1.118
O 2.060 2.377 2.166
O 1.915 2.310 -0.010
O -1.163 0.768 0.393
H 0.404 1.087 -0.949
H -0.418 -0.670 -1.067
H -0.353 -0.709 1.614
*
```

=====

(S)
An isolated molecule of C2H3NO3. Source: the OMol25 dataset; level of theory: ωB97M-V/def2-TZVPD.

ORCA input file:
```
! RIJCOSX wB97M-V def2-TZVPD def2/J DEFGRID3
* xyz 0 1
C 0.083 0.758 1.557
C -0.178 -0.761 -1.529
H 0.790 0.662 2.342
H 0.855 -1.132 0.753
H -0.708 -0.416 -2.566
N 0.576 0.070 0.527
O -0.656 1.735 1.299
O -0.262 0.106 -0.611
O 0.369 -1.790 -1.236
*
```

=====

Which one sits at the top of the stability order? (P) does.

=====

(P)
An isolated molecule of C2H3NO3. Source: the OMol25 dataset; level of theory: ωB97M-V/def2-TZVPD.

ORCA input file:
```
! RIJCOSX wB97M-V def2-TZVPD def2/J DEFGRID3
* xyz 0 1
C -0.223 -0.645 0.023
C 1.191 -0.017 0.011
N -1.456 0.540 0.052
O -0.601 -1.795 -0.035
O -1.092 1.665 0.043
O -2.564 0.078 0.045
H 1.771 -0.670 -0.835
H 1.705 -0.239 0.949
H 1.269 1.082 -0.254
*
```

=====

(Q)
A cluster of 2 separate species, C2H3NO3 in total. Source: the OMol25 dataset; level of theory: ωB97M-V/def2-TZVPD.

ORCA input file:
```
! RIJCOSX wB97M-V def2-TZVPD def2/J DEFGRID3
* xyz 0 1
O 0.152 -1.574 -1.804
C 0.662 -0.005 0.038
N 0.563 0.414 1.304
C -0.688 1.043 1.270
O -0.650 2.287 1.560
O -1.727 0.346 1.161
H -0.075 -0.723 -0.426
H 0.346 -2.251 -2.434
H 1.418 0.464 -0.669
*
```

=====

(R)
An isolated molecule of C2H3NO3. Source: the OMol25 dataset; level of theory: ωB97M-V/def2-TZVPD.

ORCA input file:
```
! RIJCOSX wB97M-V def2-TZVPD def2/J DEFGRID3
* xyz 0 1
C -0.620 -0.615 -1.022
C 0.291 0.272 0.957
O -0.842 0.078 -2.143
O 1.299 0.849 1.587
N 0.424 -0.043 -0.274
O -1.090 -1.691 -0.804
H -0.276 0.866 -2.167
H 1.144 0.883 2.540
H -0.330 -0.599 1.326
*
```

=====

Which one sits at the top of the stability order? (R) does.

=====

(P)
A structure of composition C2H3NO3. Source: the OMol25 dataset; level of theory: ωB97M-V/def2-TZVPD.

ORCA input file:
```
! RIJCOSX wB97M-V def2-TZVPD def2/J DEFGRID3
* xyz 0 1
C -1.366 0.011 -0.113
C 0.466 -0.847 0.015
N 0.148 0.466 -0.450
O -2.405 0.540 -0.017
O -0.883 -1.182 0.189
O 0.726 1.389 0.338
H 0.972 -1.485 -0.827
H 0.890 -0.830 1.037
H 1.451 1.940 -0.172
*
```

=====

(Q)
An isolated molecule of C2H3NO3. Source: the OMol25 dataset; level of theory: ωB97M-V/def2-TZVPD.

ORCA input file:
```
! RIJCOSX wB97M-V def2-TZVPD def2/J DEFGRID3
* xyz 0 1
C 0.661 -0.341 0.232
C 0.439 1.102 0.423
H -1.761 0.366 -0.189
H -0.513 -2.064 -0.187
H 1.442 1.428 0.965
N -0.406 -0.973 -0.124
O -1.714 -0.601 0.168
O 1.694 -0.766 -0.222
O -0.345 1.682 -0.402
*
```

=====

Which one sits at the top of the stability order? (P) does.